(1)
Molecular formula: C39H42CdN7O3S6
Method: DFT, wB97M-V/def2-TZVPD

* E_HOMO (alpha / beta): -3.85 / -3.74 eV
* total charge: -1
* relative energy (zero: lowest compared OMol25 entry of this formula, charge and spin): 247.0 kJ/mol
* total energy: -127277.2894 eV
* max |F|: 1.61 eV/Å

Cartesian coordinates (Å):
Cd 0.93417 -0.53412 -0.59604
C 3.52237 -2.23272 4.67316
C 4.58257 -1.54972 4.09726
C 4.43687 -0.95752 2.86026
C 3.22217 -1.05092 2.17186
C 2.16507 -1.75202 2.75116
C 2.31817 -2.33292 3.99426
N 3.02187 -0.51702 0.90076
N 4.14507 -0.16702 0.30516
C 4.09537 0.13918 -1.00274
C 5.33887 0.45858 -1.60094
C 5.38807 0.77638 -2.93044
C 4.20237 0.76528 -3.66914
C 3.02747 0.43628 -3.02044
N 2.95767 0.14148 -1.73094
H 3.63697 -2.68662 5.64806
H 5.52867 -1.47882 4.61986
H 5.24577 -0.41322 2.40046
H 1.24207 -1.84372 2.19156
H 1.49457 -2.87002 4.44046
H 6.21677 0.44618 -0.97394
H 6.32627 1.03938 -3.40054
H 4.20017 1.01358 -4.71884
H 2.08847 0.42738 -3.56264
O -0.58203 1.92728 6.27106
C -0.27123 1.53818 5.17806
S 1.26527 1.88268 4.39986
C 0.91347 1.13708 2.82426
C -0.27263 0.46718 2.72626
S -0.88123 -0.38482 1.38586
S -1.30533 0.52498 4.16416
S 1.98667 1.44558 1.54106
C -6.11403 -3.81862 2.08276
C -5.10343 -3.31882 1.09126
C -5.49533 -2.70672 -0.09264
C -4.54523 -2.18882 -0.95504
C -3.20323 -2.30892 -0.65324
C -2.78933 -2.95712 0.49436
C -3.74503 -3.45322 1.36546
S -2.07203 -1.37782 -1.70224
O -2.12593 -0.04932 -1.13564
O -2.54713 -1.47542 -3.06154
N -0.58473 -1.95202 -1.49434
C -0.26543 -3.16982 -1.97114
C -1.16433 -4.05852 -2.55964
C -0.74483 -5.27752 -3.08024
C 0.56707 -5.67702 -3.01524
C 1.51067 -4.84442 -2.39154
C 2.87337 -5.18572 -2.27174
C 3.73697 -4.32602 -1.65164
C 3.23137 -3.12652 -1.13044
N 1.97307 -2.77702 -1.22694
C 1.10557 -3.59022 -1.85314
H -7.12233 -3.74422 1.68196
H -6.06353 -3.22522 2.99656
H -5.91143 -4.85562 2.34906
H -6.54593 -2.62102 -0.33484
H -4.81483 -1.68982 -1.87334
H -1.73253 -3.06902 0.69156
H -3.44663 -3.94532 2.28036
H -2.20093 -3.77442 -2.64764
H -1.47483 -5.91672 -3.55914
H 0.89027 -6.61522 -3.44174
H 3.21647 -6.13012 -2.67214
H 4.78797 -4.55462 -1.55314
H 3.88897 -2.43902 -0.61934
C 0.72697 5.72348 -2.41154
C 0.87787 6.44658 -1.07574
C 0.28177 5.68068 0.10686
C 1.04957 4.40838 0.47816
N 0.89437 3.36148 -0.50474
C -0.12743 2.56318 -0.84224
S 0.15947 1.60738 -2.21994
N -1.34583 2.50738 -0.32164
C -1.89663 2.99118 0.92476
C -3.16483 3.82618 0.68496
C -4.45653 3.00658 0.63906
C -4.55073 2.05928 -0.55224
H 0.96027 6.40068 -3.23234
H -0.29423 5.37068 -2.53984
H 1.38597 4.86258 -2.47874
H 0.36467 7.41128 -1.13884
H 1.93537 6.64898 -0.88474
H -0.75163 5.41888 -0.12544
H 0.27727 6.33628 0.98036
H 0.74367 4.05358 1.46616
H 2.11827 4.62278 0.54076
H 1.71957 3.12768 -1.03854
H -1.88083 1.74198 -0.73434
H -1.15543 3.58618 1.45556
H -2.14623 2.12348 1.54416
H -3.04893 4.37658 -0.25254
H -3.24803 4.55678 1.49506
H -5.29533 3.70988 0.60706
H -4.54253 2.43458 1.56546
H -4.36063 2.59208 -1.48184
H -5.54823 1.62658 -0.60404
H -3.84053 1.24078 -0.47314

Here are the Mulliken charges for atoms 1 to 4, given in e: 2.728 -0.479 -0.616 -0.463

(2)
Molecular formula: Br3H3Si2
Method: DFT, wB97M-V/def2-TZVPD

* E_HOMO (alpha / beta): -6.89 / -10.45 eV
* 2S+1: 3
* relative energy (zero: lowest compared OMol25 entry of this formula, charge and spin): 56.6 kJ/mol
* total energy: -225930.2553 eV
* max |F|: 2.51 eV/Å

Cartesian coordinates (Å):
Si 0.89121 -1.30543 0.60387
Si -2.05160 1.98918 -0.82463
Br -0.16485 0.47930 1.28815
Br -0.42381 -3.09707 0.96594
Br -0.38032 1.61054 -2.37932
H 1.31003 -1.32540 -0.76237
H 1.95349 -1.34036 1.59733
H -1.13414 2.98925 -0.48896

Here are the Mulliken charges for atoms 1 to 4, given in e: 0.565 0.128 -0.116 -0.208

(3)
Molecular formula: C15H31F5NiOP2Te
Method: DFT, wB97M-V/def2-TZVPD

* E_HOMO (alpha / beta): -5.07 / -4.43 eV
* 2S+1: 3
* relative energy (zero: lowest compared OMol25 entry of this formula, charge and spin): 558.9 kJ/mol
* total energy: -98598.5651 eV
* max |F|: 2.61 eV/Å

Cartesian coordinates (Å):
P -1.08347 5.45571 -0.16293
P 2.44253 4.65479 -1.99909
C 0.41413 6.38505 -0.59397
C 1.24405 6.04636 -1.88674
H 1.05146 6.40785 0.30150
H 0.05591 7.42234 -0.70580
H 0.59049 6.02630 -2.77324
H 1.92171 6.90637 -2.01611
C 3.79185 5.23227 -0.94172
H 4.52222 4.44782 -0.72505
H 3.46455 5.66248 0.01042
H 4.28425 6.02989 -1.49944
C 3.06922 4.68754 -3.67559
H 3.77134 5.52373 -3.73326
H 2.22011 4.80724 -4.35611
H 3.58832 3.75256 -3.91834
C -1.85916 6.25591 1.26608
H -2.60508 5.56789 1.69681
H -2.36348 7.18560 0.96352
H -1.08915 6.50027 2.01438
C -2.28120 5.51712 -1.54097
H -1.79296 5.38077 -2.52490
H -2.79155 6.49673 -1.53959
H -3.03760 4.72583 -1.38727
Ni -1.08544 0.83005 0.43886
C 2.33962 2.79402 -1.90121
C 2.53136 2.63835 -0.48701
C 1.81472 3.49983 0.44973
C 0.46171 3.12210 1.07359
C -0.78854 3.69018 0.27809
C -1.01087 2.77963 -0.89761
C -0.20492 3.05081 -2.08707
C 0.98940 2.14883 -2.38707
C -2.64694 -0.15648 0.74243
H 3.16901 2.39518 -2.47880
H 2.87802 1.66113 -0.19443
H 1.57383 4.48956 0.02248
H 2.49467 3.66737 1.29665
H 0.40889 2.01269 1.18602
H 0.40060 3.58738 2.06612
H -1.64256 3.55229 0.95063
H -2.04298 2.40231 -1.02566
H 0.15044 4.07920 -1.95343
H -0.84240 3.09907 -2.97782
H 0.89258 1.18106 -1.88959
H 1.03093 1.94241 -3.46267
H -2.90864 -0.64462 -0.21892
H -3.46032 0.52190 1.05641
H -2.47830 -0.93325 1.51009
F 0.03309 -2.31048 1.43268
Te 0.98303 -1.76370 -0.12237
F -0.63795 -1.82560 -1.14895
F 1.15141 -3.60192 -0.54913
F 2.64165 -1.87603 0.80642
F 1.90753 -1.35681 -1.72471
O 0.80187 0.02744 0.26294

Here are the Mulliken charges for atoms 1 to 4, given in e: 1.382 1.443 -1.092 -1.073